[1]
Below is C25H35Cl3CoN5OSSi as an isolated structure, with properties calculated with the ωB97M-V functional and the def2-TZVPD basis.

Element x y z (Å)
Co -0.285 0.176 -0.278
N 0.651 1.744 -1.620
C 2.089 1.878 -1.347
C 2.379 1.513 0.109
N 1.756 0.238 0.524
C 2.534 -0.966 0.173
C 2.233 -1.450 -1.244
N 0.777 -1.483 -1.432
H 0.471 1.685 -2.616
H 0.151 2.564 -1.287
H 2.452 2.894 -1.514
H 2.640 1.230 -2.025
H 1.971 2.300 0.745
H 3.462 1.482 0.260
H 1.680 0.266 1.534
H 2.257 -1.758 0.872
H 3.607 -0.784 0.278
H 2.696 -2.429 -1.384
H 2.672 -0.784 -1.983
H 0.391 -2.308 -0.984
H 0.532 -1.549 -2.415
C -5.638 1.988 0.361
Si -4.166 3.158 0.232
C -4.104 3.999 -1.456
C -4.257 4.445 1.600
C -2.625 2.138 0.330
C -1.626 1.434 0.299
H -6.577 2.545 0.358
H -5.591 1.415 1.289
H -5.663 1.281 -0.471
H -4.987 4.621 -1.620
H -4.054 3.265 -2.262
H -3.224 4.641 -1.532
H -5.181 5.020 1.515
H -3.422 5.146 1.547
H -4.245 3.978 2.586
Cl -1.353 -1.008 -7.197
C -2.066 -1.891 -5.897
C -1.256 -2.604 -5.028
C -1.846 -3.306 -3.991
C -3.224 -3.313 -3.799
C -3.789 -4.101 -2.637
C -4.438 -3.203 -1.557
N -3.413 -2.687 -0.672
C -2.957 -3.285 0.474
C -1.883 -2.549 0.881
N -1.676 -1.520 -0.004
C -2.614 -1.635 -0.923
O -4.713 -5.085 -3.062
C -4.232 -6.430 -2.995
C -3.997 -6.886 -1.580
C -2.784 -7.082 -0.990
Cl -1.235 -6.952 -1.724
S -2.909 -7.554 0.665
C -4.624 -7.466 0.584
C -5.057 -7.105 -0.649
C -4.015 -2.592 -4.697
Cl -5.730 -2.528 -4.517
C -3.442 -1.882 -5.742
H -0.185 -2.620 -5.178
H -1.226 -3.892 -3.319
H -2.940 -4.586 -2.152
H -5.145 -3.805 -0.989
H -4.973 -2.371 -2.008
H -3.432 -4.157 0.890
H -1.270 -2.680 1.757
H -2.753 -0.972 -1.763
H -3.325 -6.546 -3.597
H -5.022 -7.025 -3.448
H -5.206 -7.713 1.457
H -6.099 -7.006 -0.919
H -4.066 -1.327 -6.428

Computed properties:
* E: -129893.461 eV
* total charge: +1
* max |F|: 0.016 hartree/bohr
* LUMO energy (alpha / beta): -2.29 / -2.35 eV
* multiplicity: 4

The Löwdin scheme yields these atomic charges, measured in e:
1. Co 0.635
2. N -0.008
3. C -0.220
4. C -0.180
5. N -0.119
6. C -0.181
7. C -0.218
8. N -0.007
9. H 0.101
10. H 0.082
11. H 0.123
12. H 0.099
13. H 0.128
14. H 0.125
15. H 0.125
16. H 0.126
17. H 0.125
18. H 0.123
19. H 0.100
20. H 0.081
21. H 0.088
22. C -0.190
23. Si 0.427
24. C -0.194
25. C -0.188
26. C -0.227
27. C -0.217
28. H 0.030
29. H 0.029
30. H 0.020
31. H 0.030
32. H 0.024
33. H 0.026
34. H 0.032
35. H 0.029
36. H 0.030
37. Cl 0.704
38. C -0.669
39. C -0.107
40. C -0.033
41. C -0.184
42. C -0.296
43. C -0.047
44. N -0.053
45. C -0.029
46. C -0.104
47. N -0.032
48. C -0.141
49. O -0.107
50. C -0.133
51. C -0.325
52. C -0.980
53. Cl 0.660
54. S 0.996
55. C -0.398
56. C -0.135
57. C -0.573
58. Cl 0.785
59. C -0.113
60. H 0.105
61. H 0.111
62. H 0.116
63. H 0.143
64. H 0.101
65. H 0.125
66. H 0.109
67. H 0.146
68. H 0.119
69. H 0.139
70. H 0.073
71. H 0.125
72. H 0.112

[2]
Below is H26HeNeO13 as an isolated structure in a non-equilibrium geometry, with properties calculated with the ωB97M-V functional and the def2-TZVPD basis.

Element x y z (Å)
He 2.274 0.624 -0.872
Ne 0.348 -0.271 -0.402
O 0.268 3.287 -2.069
H 0.160 4.207 -1.825
H -0.555 2.873 -1.813
O 1.305 0.004 -3.607
H 2.125 -0.426 -3.366
H 1.550 0.914 -3.771
O 0.248 -3.631 -3.264
H -0.363 -2.896 -3.207
H 0.613 -3.708 -2.382
O 0.437 -3.789 -0.129
H 0.125 -4.588 0.297
H 0.947 -3.341 0.546
O -2.394 2.484 -1.318
H -3.219 2.467 -1.803
H -2.239 1.571 -1.077
O -2.348 -0.417 -0.614
H -1.945 -0.797 0.166
H -3.269 -0.303 -0.378
O -1.100 -1.137 -2.935
H -0.247 -0.702 -2.925
H -1.412 -1.073 -2.033
O 1.573 -2.220 2.082
H 1.912 -1.395 2.431
H 1.262 -2.696 2.851
O -2.506 2.103 2.288
H -2.371 2.863 2.855
H -1.624 1.776 2.111
O -1.285 -1.631 1.682
H -0.752 -2.387 1.927
H -0.892 -0.897 2.154
O 2.619 0.151 2.726
H 2.728 0.394 3.645
H 3.438 0.419 2.308
O -0.019 0.978 2.957
H -0.359 0.757 3.824
H 0.855 0.588 2.935
O 1.606 3.224 0.309
H 1.446 2.630 -0.424
H 1.063 3.990 0.120

Computed properties:
* E: -30627.928 eV
* total charge: 0
* max |F|: 0.020 hartree/bohr
* LUMO energy: -0.52 eV
* multiplicity: 1

The Löwdin scheme yields these atomic charges, measured in e:
1. He 0.151
2. Ne 0.009
3. O -0.058
4. H 0.041
5. H -0.004
6. O -0.046
7. H 0.046
8. H 0.048
9. O -0.074
10. H -0.022
11. H -0.016
12. O -0.033
13. H 0.044
14. H -0.013
15. O -0.040
16. H 0.054
17. H 0.002
18. O -0.052
19. H -0.001
20. H 0.073
21. O -0.065
22. H -0.023
23. H -0.018
24. O -0.044
25. H -0.018
26. H 0.055
27. O -0.056
28. H 0.030
29. H -0.016
30. O -0.040
31. H 0.021
32. H 0.008
33. O -0.024
34. H 0.081
35. H 0.091
36. O -0.035
37. H 0.063
38. H -0.009
39. O -0.085
40. H -0.040
41. H 0.015

[3]
Below is C3H9NO2S2 as an isolated structure in a non-equilibrium geometry, with properties calculated with the ωB97M-V functional and the def2-TZVPD basis.

Element x y z (Å)
C -1.450 -0.057 -1.597
C 2.520 0.802 -0.256
C -2.069 0.112 1.573
N -0.441 -0.149 -0.589
O 0.529 0.443 1.572
O -0.826 2.102 0.484
S 1.147 1.221 -1.290
S -0.599 0.746 0.748
H -0.981 -0.187 -2.684
H -2.235 -0.865 -1.297
H -2.117 0.888 -1.681
H 3.450 1.101 -0.807
H 2.492 -0.263 -0.345
H 2.241 1.226 0.726
H -2.980 0.530 1.082
H -2.069 -0.879 1.831
H -2.017 0.665 2.585

Computed properties:
* E: -30508.889 eV
* relative energy (zero: lowest compared OMol25 entry of this formula, charge and spin): 431.7 kJ/mol
* total charge: 0
* max |F|: 0.085 hartree/bohr
* LUMO energy: -0.93 eV
* multiplicity: 1

The Löwdin scheme yields these atomic charges, measured in e:
1. C -0.254
2. C -0.445
3. C -0.128
4. N -0.358
5. O -0.339
6. O -0.341
7. S 0.851
8. S 0.381
9. H 0.110
10. H 0.106
11. H 0.099
12. H 0.065
13. H 0.021
14. H 0.027
15. H 0.079
16. H 0.025
17. H 0.102

[4]
Below is C15H21ClF5O2OsP2 as an isolated structure in a non-equilibrium geometry, with properties calculated with the ωB97M-V functional and the def2-TZVPD basis.

Element x y z (Å)
C 0.996 -0.396 -4.644
C 0.119 -0.193 -3.523
H 0.336 -0.482 -5.544
H 1.668 -1.266 -4.499
H 1.710 0.450 -4.723
O -0.992 -0.170 -3.122
Cl 2.103 -0.232 -0.954
Os -0.123 0.003 -0.109
P -0.089 -2.344 -0.315
C -1.599 -3.304 0.163
C 0.151 -3.146 -1.911
H -0.196 -4.182 -1.724
H 1.036 -3.931 1.119
H 1.213 -3.144 -2.163
H 2.196 -2.986 0.106
H -2.267 -3.341 -0.713
H -0.469 -2.690 -2.694
C 1.301 -2.945 0.731
H -1.261 -4.316 0.445
H 1.447 -2.244 1.559
H -2.117 -2.830 1.008
P 0.181 2.247 -0.662
C -1.217 3.442 -0.310
C 1.705 2.773 0.255
H 1.515 2.736 -2.624
H 0.360 4.040 -2.170
H -0.257 2.538 -3.082
C 0.475 2.939 -2.345
H 2.550 2.621 -0.421
H 1.612 3.826 0.544
H -0.766 4.443 -0.161
H -1.801 3.146 0.580
H 1.815 2.141 1.146
H -1.868 3.442 -1.205
C -1.998 0.090 -0.054
O -3.153 0.167 0.149
F -0.394 2.545 2.123
C -0.215 1.350 2.756
C -0.229 0.130 2.044
C -0.375 -0.951 2.939
F -0.753 -2.196 2.507
C -0.402 -0.868 4.333
F -0.590 -1.984 5.081
C -0.342 0.371 4.958
F -0.470 0.490 6.296
C -0.248 1.490 4.136
F -0.297 2.721 4.693

Computed properties:
* E: -67111.777 eV
* relative energy (zero: lowest compared OMol25 entry of this formula, charge and spin): 0.0 kJ/mol
* total charge: +3
* max |F|: 0.140 hartree/bohr
* LUMO energy (alpha / beta): -12.02 / -13.84 eV
* multiplicity: 5

The Löwdin scheme yields these atomic charges, measured in e:
1. C 0.079
2. C -0.059
3. H 0.176
4. H 0.151
5. H 0.150
6. O 0.240
7. Cl 0.105
8. Os 0.909
9. P 0.654
10. C -0.209
11. C -0.234
12. H 0.087
13. H 0.080
14. H 0.057
15. H 0.052
16. H 0.077
17. H 0.045
18. C -0.223
19. H 0.084
20. H 0.032
21. H 0.043
22. P 0.658
23. C -0.213
24. C -0.236
25. H 0.052
26. H 0.089
27. H 0.057
28. C -0.225
29. H 0.047
30. H 0.081
31. H 0.083
32. H 0.044
33. H 0.029
34. H 0.074
35. C -0.345
36. O 0.181
37. F 0.080
38. C -0.136
39. C -0.133
40. C -0.125
41. F 0.080
42. C -0.015
43. F 0.218
44. C -0.050
45. F 0.202
46. C -0.019
47. F 0.224

[5]
Below is C18H24CrI2N2O3S2Ti as an isolated structure in a non-equilibrium geometry, with properties calculated with the ωB97M-V functional and the def2-TZVPD basis.

Element x y z (Å)
I 2.160 1.994 -1.237
I 2.727 -0.069 -3.251
Ti 0.602 -1.679 -1.880
Cr -0.081 0.069 -0.059
S -0.564 0.296 -2.217
S 1.486 -1.464 0.159
C -1.690 -0.669 0.416
C -2.357 0.265 -3.261
C 3.550 -1.490 0.819
C -2.109 -0.660 -4.432
C -3.424 -0.174 -2.293
C -2.500 1.714 -3.682
C 4.325 -1.913 -0.398
C 3.552 -2.536 1.911
C 3.864 -0.103 1.288
C -1.192 -2.821 -1.690
C 1.338 -3.765 -1.487
O -2.682 -1.182 0.805
O -2.127 -3.490 -1.519
O 1.504 -4.769 -0.929
H -1.916 -1.693 -4.122
H -1.240 -0.317 -5.011
H -2.984 -0.664 -5.100
H -3.261 -1.186 -1.913
H -4.401 -0.163 -2.801
H -3.485 0.510 -1.437
H -2.538 2.377 -2.813
H -3.417 1.871 -4.267
H -1.646 2.028 -4.292
H 5.400 -1.958 -0.154
H 4.189 -1.208 -1.230
H 4.000 -2.894 -0.754
H 4.578 -2.698 2.282
H 3.162 -3.489 1.533
H 2.928 -2.238 2.759
H 4.936 -0.021 1.537
H 3.296 0.179 2.180
H 3.640 0.646 0.512
N 0.843 1.245 3.866
C 0.603 1.514 2.564
N 0.123 0.428 1.967
C 0.039 -0.605 2.908
C -0.134 -1.977 2.702
C 0.356 -2.840 3.684
C 0.883 -2.333 4.877
C 0.984 -0.950 5.125
C 0.537 -0.103 4.103
H 1.221 1.907 4.546
H 0.790 2.467 2.072
H -0.631 -2.352 1.823
H 0.297 -3.916 3.526
H 1.236 -3.038 5.633
H 1.383 -0.522 6.041

Computed properties:
* E: -117542.610 eV
* relative energy (zero: lowest compared OMol25 entry of this formula, charge and spin): 0.0 kJ/mol
* total charge: +4
* max |F|: 0.203 hartree/bohr
* LUMO energy (alpha / beta): -15.58 / -15.55 eV
* multiplicity: 5

The Löwdin scheme yields these atomic charges, measured in e:
1. I 0.702
2. I 0.712
3. Ti 0.141
4. Cr 0.019
5. S 0.513
6. S 0.674
7. C -0.129
8. C -0.642
9. C -0.551
10. C -0.059
11. C -0.062
12. C -0.065
13. C -0.079
14. C -0.041
15. C -0.074
16. C -0.007
17. C -0.012
18. O 0.246
19. O 0.266
20. O 0.225
21. H 0.075
22. H 0.105
23. H 0.141
24. H 0.061
25. H 0.146
26. H 0.101
27. H 0.102
28. H 0.138
29. H 0.104
30. H 0.150
31. H -0.013
32. H 0.091
33. H 0.147
34. H 0.102
35. H 0.081
36. H 0.149
37. H 0.094
38. H -0.029
39. N 0.191
40. C -0.078
41. N -0.055
42. C -0.244
43. C -0.069
44. C -0.032
45. C -0.011
46. C 0.070
47. C -0.149
48. H 0.204
49. H 0.157
50. H 0.074
51. H 0.136
52. H 0.140
53. H 0.144